(1)
A molecular structure, C15H44GeMgN7O2SSi3 in a non-equilibrium geometry. Source: OMol25; level of theory: ωB97M-V/def2-TZVPD.

Structure (ORCA input):
```
! wB97M-V def2-TZVPD RIJCOSX def2/J DEFGRID3
* xyz 2 2
Mg 0.364 -0.615 -1.008
N 3.355 -0.532 -0.350
N 3.947 -0.478 -1.621
C 3.194 -0.647 -2.715
N 3.747 -0.624 -3.914
N 1.888 -0.870 -2.441
N 0.972 -0.909 -3.453
O -0.167 -1.090 -2.947
O 1.168 -0.739 -4.613
H 3.714 0.235 0.209
H 3.579 -1.419 0.093
H 4.954 -0.424 -1.708
H 4.738 -0.468 -4.022
H 3.173 -0.684 -4.742
C 2.321 1.497 2.642
Si 1.717 2.764 1.413
C 3.085 3.227 0.232
C 1.031 4.251 2.278
Ge -0.004 1.706 0.144
Si -1.813 0.821 1.463
C -2.836 -0.312 0.391
C -1.111 -0.133 2.891
C -2.781 2.307 1.997
Si -0.435 2.796 -1.977
C -0.851 4.504 -1.380
C 1.099 2.788 -3.025
C -1.868 2.018 -2.857
H 3.278 1.809 3.065
H 2.450 0.508 2.196
H 1.622 1.380 3.469
H 4.005 3.425 0.787
H 2.845 4.131 -0.328
H 3.288 2.437 -0.495
H 1.823 4.762 2.830
H 0.260 3.971 2.996
H 0.601 4.967 1.579
H -2.233 -1.109 -0.059
H -3.340 0.222 -0.415
H -3.603 -0.804 0.996
H -0.381 -0.878 2.565
H -1.920 -0.655 3.409
H -0.624 0.519 3.615
H -3.198 2.852 1.151
H -2.175 2.997 2.584
H -3.615 1.980 2.624
H 0.019 4.998 -0.946
H -1.653 4.507 -0.642
H -1.186 5.102 -2.233
H 1.963 3.179 -2.490
H 0.936 3.415 -3.904
H 1.343 1.788 -3.393
H -2.774 2.047 -2.251
H -1.681 0.982 -3.143
H -2.070 2.577 -3.774
C -2.190 -3.232 -1.367
N -2.013 -3.419 0.069
C -3.250 -3.508 0.839
C -0.813 -3.514 0.659
S 0.619 -2.738 0.059
N -0.719 -4.261 1.753
C 0.397 -4.146 2.690
C -1.546 -5.462 1.927
H -2.624 -4.134 -1.801
H -1.231 -3.043 -1.839
H -2.871 -2.400 -1.552
H -3.889 -2.680 0.529
H -3.033 -3.410 1.899
H -3.782 -4.443 0.661
H 0.716 -3.111 2.770
H 1.236 -4.767 2.373
H 0.043 -4.490 3.660
H -2.049 -5.701 0.993
H -2.278 -5.338 2.723
H -0.879 -6.283 2.183
*
```

Calculated values
- Energy: -127211.1456 eV
- Kohn-Sham gap (spin up / spin down): 7.220 / 6.546 eV
- Molar mass: 567.8 g mol⁻¹
- <S²>: 0.7528


(2)
14 unconnected molecules or ions with the total composition C5H38NO14S in a non-equilibrium geometry. Source: OMol25; level of theory: ωB97M-V/def2-TZVPD.

Structure (ORCA input):
```
! wB97M-V def2-TZVPD RIJCOSX def2/J DEFGRID3
* xyz -1 1
C 1.315 -0.215 -0.024
N 0.430 0.818 -0.618
C -1.019 0.518 -0.451
C -1.837 1.695 -1.056
S -3.620 1.422 -0.740
C -1.426 -0.819 -1.126
O -2.549 -1.340 -0.484
C 2.720 0.339 0.091
H 1.350 -1.173 -0.603
H 0.915 -0.524 1.058
H 0.682 0.933 -1.630
H -1.202 0.465 0.667
H -1.520 2.619 -0.626
H -1.654 1.757 -2.116
H -3.321 -0.661 -0.543
H -0.633 -1.561 -0.974
H -1.673 -0.749 -2.199
H 2.720 1.382 0.439
H 3.322 -0.272 0.842
H 3.200 0.316 -0.887
H 2.114 3.302 -0.815
H 2.283 4.126 -2.146
O 2.637 3.333 -1.664
H 0.607 -2.377 -2.604
H -0.438 -3.472 -2.258
O 0.526 -3.258 -2.332
H 2.100 0.033 3.363
H 1.690 -1.392 3.026
O 2.481 -0.841 3.259
H 1.149 3.126 1.314
H 0.506 2.627 0.014
O 0.946 3.441 0.415
H 0.185 -0.549 -4.091
H 1.383 -0.193 -3.235
O 0.586 -0.728 -3.253
H -2.264 -1.199 1.187
H -2.807 -1.431 2.607
O -2.067 -1.120 2.156
H -3.666 2.308 1.468
H -2.610 3.398 1.612
O -3.210 2.926 2.098
H -2.394 -2.962 -1.072
H -1.341 -4.020 -0.544
O -1.908 -3.808 -1.286
H 0.834 -4.603 0.367
H 0.614 -3.466 -0.632
O 0.300 -3.793 0.274
H 0.343 -2.832 1.677
H -0.493 -1.811 2.452
O 0.326 -2.253 2.457
H -1.666 0.373 2.840
H -2.098 1.859 2.940
O -1.469 1.260 3.253
H 2.539 1.836 -2.507
H 3.321 1.182 -3.667
O 2.579 1.084 -3.107
H 1.033 1.274 1.911
H 0.109 1.796 2.922
O 1.040 1.875 2.582
*
```

Calculated values
- Relative energy (zero: lowest compared OMol25 entry of this formula, charge and spin): 0.0 kcal/mol
- Energy: -46796.2708 eV
- Kohn-Sham gap: 6.883 eV
- Molar mass: 368.4 g mol⁻¹


Question: energy of number 2 (C5H38NO14S)?
Answer: -46796.2708 eV


Question: Look up the energy of the second one.
Answer: -46796.2708 eV


Question: molar mass of number 1 (C15H44GeMgN7O2SSi3)?
Answer: 567.8 g mol⁻¹